Entry 1:
Formula: C3H5N3
Source: OMol25
Level of theory: ωB97M-V/def2-TZVPD

ORCA input file:
```
! RIJCOSX wB97M-V def2-TZVPD def2/J DEFGRID3
* xyz 0 1
C 0.973 1.143 0.694
N -0.011 0.276 0.006
C 0.359 -0.859 -0.611
N -0.666 -1.598 -0.953
C -1.713 -0.865 -0.502
N -1.395 0.279 0.093
H 1.234 2.071 0.169
H 0.637 1.393 1.701
H 1.909 0.576 0.801
H 1.388 -1.143 -0.766
H -2.716 -1.272 -0.632
*
```

Properties
energy above the lowest of the compared OMol25 structures with the same formula, charge and spin: 15.8 kcal/mol
energy: -7661.7696 eV
SMILES string: Cn1cncn1
gap between HOMO and LUMO: 10.845 eV
HOMO energy: -9.98 eV

=====

Entry 2:
Formula: C3H5N3
Source: OMol25
Level of theory: ωB97M-V/def2-TZVPD

ORCA input file:
```
! RIJCOSX wB97M-V def2-TZVPD def2/J DEFGRID3
* xyz 0 1
C 0.773 0.180 1.482
C 0.078 0.069 0.163
C -0.080 -1.039 -0.692
N -0.789 -0.671 -1.754
N -1.030 0.603 -1.519
N -0.539 1.105 -0.400
H 0.166 -0.238 2.293
H 1.724 -0.360 1.468
H 0.972 1.230 1.710
H 0.279 -2.053 -0.585
H -1.553 1.174 -2.165
*
```

Properties
energy above the lowest of the compared OMol25 structures with the same formula, charge and spin: 17.6 kcal/mol
energy: -7661.6927 eV
SMILES string: Cc1cn[nH]n1
gap between HOMO and LUMO: 10.950 eV
HOMO energy: -9.78 eV